No. 1
Molecular formula: C5H11N
Method: DFT, the ωB97M-V functional and the def2-TZVPD basis

ORCA input file:
```
! wB97M-V def2-TZVPD RIJCOSX def2/J DEFGRID3
* xyz 0 1
C -1.83 1.09 -0.26
C -1.48 -0.39 -0.27
N -0.10 -0.63 -0.02
C 0.73 -1.55 0.65
C 1.02 -0.07 0.63
C 1.98 0.54 -0.36
H -2.81 1.25 -0.72
H -1.87 1.50 0.76
H -1.10 1.68 -0.83
H -2.13 -0.95 0.41
H -1.67 -0.77 -1.28
H 0.43 -1.98 1.61
H 1.31 -2.21 0.00
H 0.92 0.43 1.60
H 3.00 0.68 0.01
H 1.60 1.51 -0.69
H 2.00 -0.12 -1.24
*
```

The orbital gap comes out at 9.31 eV. The calculated total energy is -251.796498 Ha. For the highest occupied orbital energy, the calculation gives -8.14 eV.

---

No. 2
Molecular formula: C4H11N3O
Method: DFT, the ωB97M-V functional and the def2-TZVPD basis

ORCA input file:
```
! wB97M-V def2-TZVPD RIJCOSX def2/J DEFGRID3
* xyz 0 1
N 1.47 -2.04 0.49
C 0.71 0.33 0.90
C 1.46 1.24 1.55
O 1.43 -0.72 -0.04
H 2.35 -2.44 0.16
H 0.71 -2.56 0.05
H 0.00 -0.25 1.49
H 1.29 1.46 2.59
H 2.24 1.79 1.05
N -1.57 1.55 0.12
N -1.46 -1.09 -1.23
C -0.41 1.00 -0.52
C -0.58 -0.08 -1.43
H -2.32 1.90 -0.45
H -1.88 1.06 0.95
H -1.61 -1.77 -1.96
H -2.19 -0.95 -0.54
H 0.23 1.77 -0.94
H 0.11 -0.20 -2.25
*
```

The orbital gap (spin up / spin down) comes out at 7.22 / 6.97 eV. The calculated total energy is -398.307364 Ha. For the highest occupied orbital energy (spin up / spin down), the calculation gives -6.65 / -6.49 eV.

---

No. 3
Molecular formula: C3H3O2Pd
Method: DFT, the ωB97M-V functional and the def2-TZVPD basis

ORCA input file:
```
! wB97M-V def2-TZVPD RIJCOSX def2/J DEFGRID3
* xyz 2 4
O 0.46 1.21 -0.05
O 1.61 -1.63 0.78
C -0.78 0.93 -0.24
C -1.06 -0.48 -0.16
C 2.06 -0.62 0.44
H -1.55 1.67 -0.02
H -0.70 -0.90 0.78
H -1.91 -0.90 -0.70
Pd 1.86 0.71 -0.83
*
```

The orbital gap (spin up / spin down) comes out at 9.57 / 8.17 eV. The calculated total energy is -393.447326 Ha. For the highest occupied orbital energy (spin up / spin down), the calculation gives -20.63 / -22.80 eV.

---

No. 4
Molecular formula: C17H25N5O4
Method: DFT, the ωB97M-V functional and the def2-TZVPD basis

ORCA input file:
```
! wB97M-V def2-TZVPD RIJCOSX def2/J DEFGRID3
* xyz 0 1
C 3.91 2.42 -1.60
H 4.32 3.33 -1.87
C 4.63 1.43 -0.70
C 4.14 0.14 -0.54
H 4.89 -0.37 -0.15
H 4.12 -0.27 -1.47
C 2.99 0.31 0.38
C 1.71 0.56 -0.58
O 0.98 1.42 -0.16
N 1.44 0.07 -1.72
H 2.04 -0.96 -1.88
N 0.35 0.14 -2.39
C -0.90 -0.07 -1.78
C -1.03 -1.54 -1.18
C -2.15 -2.00 -0.60
O -2.18 -3.03 -0.04
C -3.17 -0.73 -0.18
C -2.87 0.49 -0.49
N -1.92 0.62 -1.26
H -1.55 1.73 -1.27
N -3.75 1.37 -0.31
C -4.83 1.15 0.66
O -5.71 1.99 0.85
N -5.11 -0.10 1.01
C -4.35 -1.49 0.44
O -4.76 -2.35 0.98
C -6.42 -0.27 1.50
H -7.02 -1.32 1.07
H -6.87 0.57 1.80
H -6.17 -0.81 2.59
C -3.53 2.66 -0.59
H -4.34 3.34 -0.35
H -3.51 2.87 -1.65
H -2.59 3.25 -0.21
H -0.25 -2.15 -1.56
H 0.14 1.09 -2.44
C 2.48 -1.37 0.64
C 3.30 -1.60 2.29
C 2.92 -3.14 2.52
H 3.55 -3.45 3.53
H 3.07 -3.69 1.84
H 1.98 -3.12 2.92
H 4.46 -1.61 1.86
H 3.11 -0.85 2.80
H 2.82 -2.11 -0.05
H 1.29 -1.28 0.98
H 2.92 0.89 1.16
H 5.66 1.55 -1.17
H 4.85 1.90 0.18
H 3.94 1.83 -2.56
H 2.96 2.54 -1.26
*
```

The orbital gap comes out at 7.96 eV. The calculated total energy is -1236.868050 Ha. For the highest occupied orbital energy, the calculation gives -8.44 eV.